# C48H56N9O3Re

C48H56N9O3Re as an isolated structure at a distorted geometry (wB97M-V/def2-TZVPD, the OMol25 dataset).

```
117
C48H56N9O3Re | the OMol25 dataset | wB97M-V/def2-TZVPD
Re -0.28098 0.59080 0.94370
C 5.80627 -3.12537 0.99332
C 5.14857 -2.87948 2.39093
C 6.28444 -2.53074 3.37993
C 4.57660 -4.15509 2.94428
C 4.08358 -1.82727 2.42241
C 3.00886 -1.91305 1.54110
C 2.05111 -0.90511 1.52117
N 1.09374 -0.70060 0.48695
C 1.04865 -1.27919 -0.81487
C 2.12226 -1.83895 -1.46507
C 1.99100 -2.26330 -2.79713
C 0.67715 -2.19437 -3.35929
C -0.38750 -1.48717 -2.77786
C -0.16874 -1.03943 -1.42578
O -1.09753 -0.42895 -0.64919
C -1.58151 -1.00189 -3.56840
C -1.67163 0.53440 -3.57329
C -2.91749 -1.48117 -3.06295
C -1.43874 -1.52358 -5.04918
C 3.15335 -2.87508 -3.58495
C 3.43853 -4.32382 -3.11886
C 2.95638 -2.93282 -5.15673
C 4.41047 -2.04199 -3.41581
C 2.03770 0.11414 2.52423
O 0.87735 0.84660 2.48447
C 3.14090 0.27623 3.37572
C 4.09888 -0.77438 3.32078
C 3.35417 1.49728 4.34060
C 4.73599 2.10680 4.05147
C 3.32895 0.98549 5.80916
C 2.24185 2.58524 4.24378
H 6.41736 -4.06081 1.14262
H 6.44481 -2.29491 0.66052
H 5.07451 -3.37563 0.23071
H 7.10166 -3.22739 3.21653
H 6.06660 -2.57828 4.46105
H 6.64698 -1.53232 3.16414
H 5.31344 -4.99186 2.78440
H 3.58798 -4.44020 2.50984
H 4.43569 -4.08978 4.08590
H 2.90288 -2.71090 0.80351
H 3.07703 -1.75735 -0.93883
H 0.56973 -2.57840 -4.35071
H -1.98408 0.92962 -2.58326
H -2.46512 0.81931 -4.31729
H -0.73103 0.97927 -3.87683
H -3.20803 -1.23810 -1.99602
H -2.98091 -2.58281 -3.27771
H -3.74823 -1.02041 -3.63884
H -0.48523 -1.19544 -5.41974
H -2.21235 -1.19066 -5.76604
H -1.38242 -2.59429 -5.06956
H 2.65011 -5.09234 -3.31176
H 3.71191 -4.34085 -2.03550
H 4.33551 -4.68454 -3.61006
H 2.07778 -3.52785 -5.51381
H 3.82273 -3.41323 -5.56557
H 2.78033 -1.95970 -5.61491
H 4.64919 -1.95193 -2.34211
H 4.29324 -1.02450 -3.86637
H 5.25906 -2.51651 -3.94472
H 4.87044 -0.85228 4.11259
H 5.62015 1.55800 4.37545
H 4.85891 3.11328 4.52932
H 4.90767 2.22556 2.96165
H 4.15163 0.27199 6.09373
H 2.34444 0.50975 6.02555
H 3.34577 1.82043 6.52506
H 2.01444 2.90071 3.23342
H 2.62772 3.41586 4.83241
H 1.31840 2.31830 4.79355
C -5.16844 -0.04791 3.72939
N -3.74027 0.03341 3.38155
C -3.05480 -0.24394 2.26849
N -1.87542 0.35379 2.30110
C -1.82776 0.98638 3.50111
N -2.90329 0.83041 4.17410
C -6.01728 -0.36024 2.54873
C -6.68466 -1.57446 2.41713
C -7.40920 -1.86237 1.21248
C -7.28268 -0.98188 0.13721
C -6.63386 0.24428 0.30444
C -6.05919 0.57722 1.53551
C -6.45235 1.14341 -0.83446
N -6.88399 0.94915 -2.07293
N -6.23307 1.84548 -2.85729
C -5.53901 2.63832 -2.07628
O -5.65689 2.29455 -0.74314
C -4.63366 3.72698 -2.47998
C -4.60223 4.31818 -3.77957
C -3.56463 5.18825 -4.16675
C -2.65373 5.53742 -3.20338
C -2.73181 5.12473 -1.90058
C -1.59477 5.52580 -0.99517
N -0.86867 4.30963 -0.54838
C -1.16801 2.99308 -0.47605
N -0.10331 2.36734 0.06904
C 0.85876 3.30582 0.12725
N 0.47938 4.52339 -0.27557
C -3.78002 4.24943 -1.50037
H -5.39053 0.95004 4.20223
H -5.20809 -0.87183 4.50603
H -3.35477 -0.88049 1.42960
H -0.93874 1.44883 3.86542
H -6.68544 -2.19578 3.29418
H -7.82687 -2.90168 1.07120
H -7.72125 -1.23350 -0.86983
H -5.57949 1.54260 1.71712
H -5.36524 4.07783 -4.52895
H -3.54166 5.57418 -5.20009
H -1.93224 6.31186 -3.39775
H -1.90658 6.15876 -0.11259
H -0.83603 6.13038 -1.47446
H -2.09527 2.58893 -0.77383
H 1.90746 3.11987 0.44788
H -3.94375 4.13140 -0.43076
```

Summary:
Gap between HOMO and LUMO (alpha / beta)   4.51 / 3.49 eV
2S+1   4
Expectation value of S²   3.842
Lowest unoccupied orbital energy (alpha / beta)   -0.3796 / -0.4168 Eh
Maximum force   3.7 eV/Å
Net charge   +3
HOMO energy (alpha / beta)   -14.84 / -14.84 eV



# C3H5N3

One molecule with the formula C3H5N3 at a distorted geometry (wB97M-V/def2-TZVPD, the OMol25 dataset).

```
11
C3H5N3 | the OMol25 dataset | wB97M-V/def2-TZVPD
C 1.65683 -0.35081 0.11903
N 0.35982 -0.86116 -0.25816
C -0.69067 -0.16137 -0.13182
N -0.86462 1.09519 0.39265
C -1.91144 -0.82688 -0.57852
N -2.83320 -1.41577 -0.95211
H 2.37512 -1.13818 -0.11433
H 1.94100 0.54742 -0.45183
H 1.74316 -0.12650 1.19331
H -0.04343 1.65574 0.55577
H -1.73256 1.58231 0.22601
```

Summary:
Gap between HOMO and LUMO   10.53 eV
Relative energy (zero: lowest compared OMol25 entry of this formula, charge and spin)   21.7 kcal per mole
2S+1   1
Lowest unoccupied orbital energy   0.0229 Eh
Maximum force   1.1 eV/Å
HOMO energy   -9.91 eV



# C3H3NO2

One molecule with the formula C3H3NO2 (wB97M-V/def2-TZVPD, the OMol25 dataset).

```
9
C3H3NO2 | the OMol25 dataset | wB97M-V/def2-TZVPD
O -1.43418 -0.61945 1.11910
C -0.31376 -0.16409 0.22168
C -0.03327 -1.42145 0.62615
O 1.68299 0.34914 -1.41716
C 0.90274 1.20623 -1.06616
N -0.20173 1.01140 -0.22404
H -1.25293 -0.31801 2.02575
H -0.32296 -2.31968 0.09297
H 0.99538 2.25550 -1.38739
```

Summary:
Gap between HOMO and LUMO   9.68 eV
Relative energy (zero: lowest compared OMol25 entry of this formula, charge and spin)   115.5 kcal per mole
2S+1   1
Lowest unoccupied orbital energy   0.0073 Eh
Maximum force   0.5 eV/Å
HOMO energy   -9.48 eV